Run a
DFT (ωB97M-V/def2-TZVPD) results for C9H13NO2 in the gas phase.

Structure (XYZ):
```
25
Properties=species:S:1:pos:R:3:mulliken_charge:R:1
C 3.4186 -0.9961 -0.0465 -0.405
C 3.2392 0.4259 -0.2080 -0.562
C 2.4157 -1.8785 0.0275 -0.548
C 2.0161 0.9331 0.0027 0.349
C 0.4657 -0.4158 0.2268 -0.567
C -1.6913 -0.7164 1.2057 -1.702
C -1.4998 -0.4400 -1.2681 -1.742
C -1.0889 1.5002 0.1905 -1.760
C -1.0169 0.0125 0.0848 2.443
N 1.0202 -1.5792 0.0452 0.524
O 0.2935 -2.6287 -0.0392 -0.731
O 1.5857 2.1886 -0.0518 -0.396
H 4.4143 -1.3912 0.0065 0.377
H 4.0333 1.0270 -0.5975 0.352
H 2.4871 -2.8921 -0.1199 0.484
H -2.3625 -1.3562 0.7181 0.414
H -1.0261 -1.3199 1.7024 0.420
H -2.1738 -0.1589 2.0109 0.349
H -1.0211 0.0453 -2.0687 0.415
H -1.4315 -1.5880 -1.2687 0.412
H -2.5095 -0.0477 -1.4364 0.426
H -2.0675 1.8765 0.4482 0.471
H -0.3684 1.8981 1.0157 0.331
H -0.6048 1.9129 -0.7753 0.314
H 2.2943 2.8757 -0.1574 0.335
```

E_LUMO: 0.3169 eV
HOMO energy: -0.3114 Eh
Kohn-Sham gap: 8.7896 eV
M: 167.21 g/mol
Charge: 0


Run b
DFT (ωB97M-V/def2-TZVPD) results for 2 unconnected molecules or ions with the total composition C9H13NO2.

Structure (XYZ):
```
25
Properties=species:S:1:pos:R:3:mulliken_charge:R:1
C 1.7596 -1.2508 4.3187 -1.403
C 1.0219 -1.1566 3.0214 0.657
C 0.2988 -2.2295 2.5024 -0.767
C -0.4168 -2.0949 1.3286 -0.436
C -0.3559 -0.9231 0.5784 0.855
O -1.0119 -0.7984 -0.6124 -0.466
C 0.3873 0.1366 1.0674 -0.397
C 1.0472 0.0253 2.2807 -0.582
H 2.6058 -0.5668 4.3559 0.359
H 2.1520 -2.2392 4.5448 0.359
H 1.1358 -1.0453 5.1865 0.278
H 0.3103 -3.1721 3.0383 0.337
H -1.0696 -2.8779 0.9553 0.250
H -1.4839 -1.6306 -0.7835 0.251
H 0.3695 1.0974 0.5710 0.395
H 1.6391 0.8247 2.7158 0.313
C 0.5258 1.2833 -2.8414 -0.705
C -0.7648 1.8270 -3.3917 0.588
N -1.1150 3.0878 -3.0039 -0.406
O -1.4012 1.2175 -4.2243 -0.619
H 1.2332 1.2906 -3.6732 0.309
H 0.3291 0.2643 -2.5270 0.123
H 0.9364 1.9270 -2.0748 0.261
H -2.0571 3.3875 -3.1923 0.230
H -0.6941 3.5625 -2.2082 0.216
```

E_LUMO: 0.7579 eV
HOMO energy: -0.3130 Eh
Kohn-Sham gap: 9.2756 eV
M: 167.21 g/mol
Charge: 0


Stability ranking, top entry: run b; the second entry is 152.1 kcal/mol less favorable.


Run a
DFT (ωB97M-V/def2-TZVPD) results for 4 unconnected molecules or ions with the total composition C5H16NO5.

Structure (XYZ):
```
27
Properties=species:S:1:pos:R:3:mulliken_charge:R:1
C -1.0832 -2.0731 0.4497 -1.296
C -0.1584 -0.8538 0.7730 1.005
C 1.2967 -1.2582 0.9081 -0.717
C 1.9675 -1.8688 -0.4394 -1.162
N -0.4087 -0.2840 2.0729 -0.202
C -0.4178 1.1387 2.3441 0.401
O -0.7887 1.4679 3.4921 -0.787
O -0.3120 1.8208 1.3004 -0.737
H -1.2762 -2.7726 1.2647 0.358
H -0.5931 -2.6460 -0.3452 0.340
H -1.9875 -1.6911 -0.0139 0.323
H -0.1017 -0.2123 -0.0931 -0.291
H 1.3554 -2.1903 1.5373 0.262
H 1.9842 -0.5486 1.3868 0.326
H 2.2543 -0.9745 -1.0187 0.254
H 1.3044 -2.5540 -0.9230 0.341
H 2.8826 -2.4080 -0.1425 0.352
H -0.7072 -0.8843 2.8184 0.199
H -0.5128 2.0720 -1.9421 0.392
H 0.5439 2.3907 -2.9935 0.298
O -0.1794 1.7923 -2.7881 -0.656
H -2.8774 1.0002 -1.3929 0.336
H -1.6286 0.3688 -1.8837 0.302
O -2.3980 0.8454 -2.2176 -0.667
H 0.3754 4.1813 -0.8221 0.292
H 0.6075 2.7724 -0.3030 0.425
O 0.8587 3.3690 -1.0287 -0.690
```

E_LUMO: 3.4161 eV
HOMO energy: -0.1686 Eh
Kohn-Sham gap: 8.0051 eV
M: 170.19 g/mol
Charge: -1


Run b
DFT (ωB97M-V/def2-TZVPD) results for a molecular structure, C5H16NO5.

Structure (XYZ):
```
27
Properties=species:S:1:pos:R:3:mulliken_charge:R:1
C 1.0499 0.0399 -1.1016 0.119
C 1.9668 -1.1636 -0.9661 -0.862
C 1.9119 -1.8156 0.4559 -0.441
O 1.5567 -0.8472 1.3561 -0.685
C -0.2728 -0.2658 -1.7587 0.257
N -1.4114 0.1736 -1.0444 -0.121
C -1.4517 0.1224 0.4180 -0.983
O -0.3986 -0.2534 -2.9765 -0.688
H 0.7808 0.2670 -0.0358 -0.069
H 1.4518 0.9531 -1.4593 0.421
H 1.8227 -1.9022 -1.8239 0.366
H 2.9798 -0.8204 -1.1517 0.269
H 1.1820 -2.6677 0.4536 0.269
H 2.9538 -2.2191 0.8018 0.218
H -2.2766 0.2447 -1.6051 0.393
H -0.8032 0.9039 0.8878 0.003
H -0.9834 -0.7553 0.8443 0.469
H -2.4300 0.1617 0.8713 0.427
H 0.9022 -1.5396 2.1773 0.437
H 0.5536 -3.1256 3.1225 0.196
O 0.3440 -2.2063 3.1520 -0.910
H -0.4821 2.4615 1.6872 0.261
H -0.4523 2.5273 3.1540 0.344
O -0.1750 3.0611 2.3728 -0.674
H -2.2357 2.3281 -0.5415 0.350
H -1.8798 2.4017 -1.9661 0.324
O -2.6520 2.5263 -1.4103 -0.689
```

E_LUMO: 3.1477 eV
HOMO energy: -0.1701 Eh
Kohn-Sham gap: 7.7753 eV
M: 170.19 g/mol
Charge: -1


Stability ranking, top entry: run a; the second entry is 45.6 kcal/mol less favorable.


Run a
DFT (ωB97M-V/def2-TZVPD) results for C4H7P in the gas phase.

Structure (XYZ):
```
12
Properties=species:S:1:pos:R:3:mulliken_charge:R:1
C 1.1704 -0.1816 -1.6995 -0.624
C 1.2040 -0.4287 -0.4318 -0.306
P -0.2589 -1.2955 0.2862 0.009
C -0.6204 0.1509 1.5551 -0.572
C -1.3720 0.3348 0.3239 -0.494
H 2.0166 0.3959 -2.1177 0.216
H 0.4203 -0.4908 -2.3712 0.322
H 1.9354 -0.1845 0.3697 0.375
H 0.2472 0.6914 1.6403 0.264
H -1.2327 -0.0330 2.5226 0.248
H -2.5443 0.0156 0.3319 0.221
H -0.9658 1.0255 -0.4094 0.340
```

E_LUMO: 1.2051 eV
HOMO energy: -0.3230 Eh
Kohn-Sham gap: 9.9930 eV
M: 86.07 g/mol
Charge: 0


Run b
DFT (ωB97M-V/def2-TZVPD) results for 2 unconnected molecules or ions with the total composition C4H7P.

Structure (XYZ):
```
12
Properties=species:S:1:pos:R:3:mulliken_charge:R:1
C 0.2947 1.3184 -0.2344 -0.072
C 0.5705 0.0061 -0.0776 0.334
C -0.8161 0.3905 -0.2638 -0.517
C 1.7432 -0.8982 0.2101 -0.930
P -2.3303 -0.3712 0.2935 -0.041
H 0.4596 2.4265 -0.3637 0.330
H -1.4415 -0.2029 -2.0426 -0.043
H 1.6620 -0.8948 1.3638 0.252
H 2.6577 -0.3940 -0.2060 0.272
H 1.5563 -1.8474 -0.0489 0.371
H -3.1428 0.8394 0.0780 0.054
H -2.0899 -0.0454 1.5795 -0.011
```

E_LUMO: 0.7798 eV
HOMO energy: -0.2659 Eh
Kohn-Sham gap: 8.0151 eV
M: 86.07 g/mol
Charge: 0


Stability ranking, top entry: run a; the second entry is 97.3 kcal/mol less favorable.